{"formula": "C4H4S", "method": "ωB97M-V/def2-TZVPD", "orbital_gap_ev": 8.58, "lumo_energy_ev": -0.60, "smiles": "CC#CC=S", "fmax_ev_per_a": 6.69, "relative_energy_ev": 4.126, "total_energy_ev": -15043.554, "spin_multiplicity": 1, "elements": ["C", "C", "C", "C", "S", "H", "H", "H", "H"], "positions_angstrom": [[0.996, 0.999, -0.638], [0.120, 0.261, -0.306], [1.976, 2.138, -1.620], [-0.724, -0.774, 0.241], [2.271, 2.107, -3.164], [2.618, 2.809, -0.980], [-1.416, -0.306, 1.086], [-0.186, -1.459, 0.901], [-1.094, -1.218, -0.590]]}